The following is a quantum chemistry calculation of C5H15N3 in the gas phase at a distorted geometry, from the Open Molecules 2025 dataset.

The geometry in XYZ format:
```
23
Properties=species:S:1:pos:R:3:forces:R:3
N 2.0360 -0.6918 0.5393 0.1902 -0.4787 0.4970
N -0.2395 0.1630 -0.5320 0.6629 0.4261 0.9881
N -0.2793 -2.0962 0.0954 -0.1868 -0.1712 -0.1026
C -0.8522 1.4705 -0.5579 0.0459 0.0094 0.3031
C 2.1480 1.5680 -0.2832 -0.6658 0.2685 -0.1080
C -0.8314 -0.7662 0.4019 -0.0950 -0.0962 0.4233
C 1.4917 0.2080 -0.3705 -2.4275 -1.2197 -2.4710
C -2.3667 -0.7967 0.3598 0.3304 0.2132 0.0189
H 3.1165 1.4731 0.2041 0.0132 -0.0927 -0.1337
H 1.5973 -1.6119 0.4824 0.0585 0.3483 0.0874
H -0.5375 -0.5449 1.4539 -0.0371 -0.0301 -0.2164
H 2.0485 -0.3629 1.4967 0.0275 0.0702 -0.0463
H 1.3308 -0.2388 -1.3906 2.2621 0.4538 0.8238
H -1.8809 1.4130 -0.9159 -0.0014 -0.0075 -0.0384
H -2.8014 0.1349 0.7151 -0.0693 0.0809 -0.0043
H -2.7279 -1.5932 1.0121 0.0312 -0.0262 -0.0274
H -2.7084 -0.9892 -0.6568 -0.0449 0.0013 -0.0717
H -0.4141 -2.2710 -0.8960 -0.0968 -0.0257 0.0104
H -0.7783 -2.8111 0.6147 0.0174 0.0237 -0.0740
H 2.2806 2.0208 -1.2680 -0.0095 -0.0132 0.1497
H -0.3039 2.1068 -1.2504 -0.0024 0.0544 -0.0250
H -0.8715 1.9705 0.4251 -0.0200 0.0961 -0.0067
H 1.5436 2.2455 0.3208 0.0172 0.1152 0.0239
```
Forces are in eV/Å.

The calculation puts the HOMO-LUMO gap at 9.2 eV. As for the net charge: 0. As for the SMILES: C[C@@H](N)N(C)[C@@H](C)N.

Löwdin population analysis, charges in e, atoms 1 to 5: 0.034 -0.143 0.018 -0.147 -0.064



The following is a quantum chemistry calculation of 2 unconnected molecules or ions with the total composition C5H15N3 at a distorted geometry, from the Open Molecules 2025 dataset.

The geometry in XYZ format:
```
23
Properties=species:S:1:pos:R:3:forces:R:3
N 1.7404 -0.6821 -1.1750 -0.5684 0.1032 1.5412
N -0.9310 -0.7375 1.8278 0.3176 -0.6275 0.1257
N 1.0350 2.9216 -1.3132 1.4581 0.2884 0.6153
C -2.4914 -0.8021 -0.0740 0.7392 0.7737 0.2948
C 1.0495 0.5425 -0.9208 -0.4860 -0.6996 -0.2348
C -1.7316 -1.6196 0.9713 -0.8978 -0.0249 -0.4818
C -0.3850 -1.3233 2.8119 -0.1405 0.7170 -0.2418
C 1.8425 1.7454 -1.4489 -0.6057 0.4118 -0.0942
H 2.7699 1.8483 -0.8652 0.0805 -0.1676 -0.0559
H 0.7254 3.1198 -0.3629 -0.4033 -0.2588 -0.0754
H -0.4945 -2.3913 3.0049 -0.0254 -0.0460 0.1056
H -1.7314 -0.3340 -0.7091 -0.3058 -0.0460 -0.2753
H 0.1933 -0.7159 3.5017 0.1176 -0.1542 0.0703
H -1.0854 -2.3526 0.4786 0.0041 -0.0480 0.0591
H -2.9920 0.0313 0.4213 -0.1010 -0.0908 0.0611
H 1.1543 -1.4893 -0.9457 0.0599 0.0766 -0.7339
H 0.0886 0.4993 -1.4374 0.0049 0.0338 0.0186
H -3.2271 -1.3151 -0.6846 0.1630 -0.3661 0.0523
H 0.8023 0.6677 0.1530 0.2161 0.1444 0.0176
H 2.5895 -0.7847 -0.6246 0.3830 0.1337 -0.4134
H -2.4646 -2.1696 1.5678 0.1903 -0.0854 0.1301
H 2.0464 1.5780 -2.5061 0.3946 0.1735 0.0143
H 1.4967 3.7631 -1.6708 -0.5948 -0.2411 -0.4994
```
Forces are in eV/Å.

The calculation puts the HOMO-LUMO gap (alpha / beta) at 10.3 / 4.1 eV. As for the net charge: +1. The spin multiplicity is 2.

Löwdin population analysis, charges in e, atoms 1 to 5: 0.163 -0.044 0.174 -0.093 -0.250



The following is a quantum chemistry calculation of 2 unconnected molecules or ions with the total composition C5H15N3O at a distorted geometry, from the Open Molecules 2025 dataset.

The geometry in XYZ format:
```
24
Properties=species:S:1:pos:R:3:forces:R:3
O 0.4844 -0.9501 -1.2320 0.3344 0.1338 -0.0798
N 0.8611 -0.6905 1.5507 -0.4229 -1.3165 0.9403
N -1.7456 -0.5569 -0.4508 -0.0028 -0.0834 0.2150
N 1.5713 0.7529 3.1933 0.4857 0.7058 -0.0426
C 1.4645 0.3762 1.8631 -0.0644 0.6221 1.1585
C 2.0073 1.3289 0.8464 0.0243 -0.1588 0.0727
C -0.8747 -1.3200 -1.3265 -0.3696 -0.3064 -0.0213
C -1.2925 -1.1985 -2.7874 0.1952 -0.0778 0.4139
C -1.7952 0.8718 -0.7199 0.0863 -0.0881 -0.0435
H 0.7299 -0.9760 -0.2830 -0.1702 -0.1533 -0.1629
H -1.0556 -0.2050 -3.1600 -0.0062 0.0823 -0.0679
H 2.0728 1.5932 3.4265 0.0763 -0.0280 -0.1219
H -1.4198 -0.6973 0.5016 -0.0875 -0.0180 -0.1663
H -2.3013 1.3646 0.1090 -0.0319 0.0542 -0.0329
H 3.0809 1.4443 0.9952 0.0330 0.0496 -0.0444
H -0.9933 -2.3712 -1.0070 0.0645 0.2193 -0.0719
H 1.5644 0.0743 3.9396 -0.1547 -0.0954 -0.3266
H -0.7397 -1.9260 -3.3768 0.0054 -0.0087 -0.0728
H 1.8136 0.9368 -0.1475 -0.0057 0.0799 -0.0572
H -2.3748 1.0449 -1.6261 -0.0092 0.1406 0.0030
H 1.5359 2.3047 0.9579 -0.0119 0.0449 -0.0127
H 0.5675 -1.1384 2.4597 0.1346 0.1571 -1.4037
H -2.3597 -1.3840 -2.8799 -0.0644 -0.0158 -0.0573
H -0.8017 1.3213 -0.8461 -0.0384 0.0608 -0.0178
```
Forces are in eV/Å.

The calculation puts the HOMO-LUMO gap at 9.2 eV. As for the net charge: 0. As for the SMILES: CN[C@@H](C)O.[H]/N=C(/C)N.

Löwdin population analysis, charges in e, atoms 1 to 5: -0.077 0.101 -0.079 0.106 -0.534



The following is a quantum chemistry calculation of 2 unconnected molecules or ions with the total composition C5H15N3O at a distorted geometry, from the Open Molecules 2025 dataset.

The geometry in XYZ format:
```
24
Properties=species:S:1:pos:R:3:forces:R:3
O -2.2829 2.4410 -0.6123 1.4250 -2.3393 0.5853
N -0.3060 0.9449 -0.3580 -3.9485 0.0305 0.0083
N 0.5280 1.2997 0.7230 -0.0784 1.0284 0.5849
N 0.7796 -1.6237 -0.3341 -2.4162 1.9053 0.4245
C 0.1120 1.3160 -1.7080 -0.1900 0.9366 0.3141
C 2.2084 -1.4491 -0.4980 -0.3630 0.6066 -0.1370
C -2.6679 0.8387 1.0752 0.6948 -0.9138 -0.0931
C -1.8397 1.4621 -0.0270 1.3326 2.0634 -1.0726
C 0.5065 -2.3999 0.8615 -0.0156 -0.1470 -0.2519
H -2.8431 1.5732 1.8675 0.1161 -0.0667 -0.2422
H 0.1459 2.4021 -1.8220 -0.0944 0.1575 -0.0875
H 0.3276 2.2731 0.9759 0.4859 -0.1229 -0.1413
H -3.6338 0.5480 0.6509 0.1455 0.2169 -0.0311
H 0.9999 -3.3800 0.8242 0.0676 0.0917 -0.0067
H -0.5655 -2.6088 0.9300 0.0522 0.1443 0.1339
H -2.2122 -0.0619 1.4921 0.0844 0.1957 0.0232
H 1.1207 0.9546 -1.9167 -0.2108 -0.3469 0.1567
H 2.7290 -2.4085 -0.6171 -0.2384 0.0132 0.1074
H -0.6102 0.9143 -2.4218 0.2292 -0.0693 0.0895
H 0.0630 -0.6063 -0.2164 2.9703 -3.1273 -0.8926
H 2.4241 -0.8753 -1.4045 -0.0075 0.0133 0.0459
H 1.4995 1.2511 0.4168 -0.2376 -0.1789 0.0838
H 2.6669 -0.9264 0.3536 0.2629 0.0273 0.1383
H 0.8500 -1.8787 1.7653 -0.0663 -0.1187 0.2601
```
Forces are in eV/Å.

The calculation puts the HOMO-LUMO gap at 8.3 eV. As for the net charge: 0. As for the SMILES: CC(=O)N(C)N.CNC.

Löwdin population analysis, charges in e, atoms 1 to 5: 0.081 -0.276 0.045 -0.232 -0.078



The following is a quantum chemistry calculation of a molecular structure, C5H15N3O2Rb at a distorted geometry, from the Open Molecules 2025 dataset.

The geometry in XYZ format:
```
26
Properties=species:S:1:pos:R:3:forces:R:3
Rb -2.1077 2.2164 1.8786 0.0298 -0.1829 -0.1841
O 0.3548 0.6867 1.8953 0.6969 0.0521 0.0157
O -0.1042 -1.7409 -1.9500 -0.0925 0.2293 0.1073
N 1.1628 0.6876 4.0159 1.0796 -0.2387 -1.5052
N -1.9234 -0.2130 0.0571 -0.1625 -1.8883 1.0447
N 2.5934 0.2564 2.2781 -0.4910 -0.0694 -0.5787
C -1.7437 -0.0542 -1.3955 1.1326 1.5317 1.0907
C 1.3302 0.5377 2.6527 -1.5106 0.4118 1.1877
C -0.3142 -0.3435 -1.8155 0.4308 -0.2314 -1.0419
C 1.2611 -2.0230 -2.1752 0.1499 -0.2748 -0.5124
C -2.0798 1.4216 -1.6630 -0.0625 -0.3351 -0.5552
H -2.2318 1.5006 -2.7398 -0.0942 0.6409 0.0812
H -1.0646 -0.0748 0.5923 0.4229 0.6840 -0.6903
H -2.9697 1.7284 -1.1098 -0.3010 -0.3225 -0.3670
H 2.7251 -0.1200 1.3534 0.1634 0.1042 0.0696
H 1.9574 0.4084 4.5547 -0.3177 0.1541 0.8585
H -2.3888 -0.6985 -1.9885 -0.2546 -0.0932 0.3662
H 3.2888 0.1076 2.9803 0.3156 -0.1407 -0.0665
H 0.4637 0.0725 -1.1617 -0.3967 0.1655 0.4668
H 0.2797 0.9434 4.4027 -0.0347 -0.1247 0.1940
H 1.7954 -2.1489 -1.2307 0.1048 0.1085 0.0140
H 1.7433 -1.2653 -2.8015 -0.0361 0.2706 0.2532
H -1.3142 2.1320 -1.3355 0.4042 -0.2836 -0.2155
H 1.3652 -2.9305 -2.7707 -0.2908 -0.2096 0.3002
H -1.9657 -1.2157 0.2653 -0.7412 0.0652 -0.2510
H -0.1130 0.1289 -2.7893 -0.1444 -0.0229 -0.0821
```
Forces are in eV/Å.

The calculation puts the HOMO-LUMO gap at 8.9 eV. As for the net charge: +1.

Löwdin population analysis, charges in e, atoms 1 to 5: 0.971 -0.125 -0.172 0.167 -0.026



The following is a quantum chemistry calculation of 5 unconnected molecules or ions with the total composition C5H15N5O10 at a distorted geometry, from the Open Molecules 2025 dataset.

The geometry in XYZ format:
```
35
Properties=species:S:1:pos:R:3:forces:R:3
O -6.4453 -11.3854 23.0020 0.3599 0.4891 1.7016
O -6.5996 -12.8998 25.7522 -1.8350 -0.6343 0.9282
O -8.4374 -10.4303 23.3960 -1.1455 -0.9187 -0.2236
O -3.9693 -12.5839 24.3723 -0.4568 -0.5402 -0.9342
O -6.9574 -10.4548 20.7258 4.0624 2.4587 -0.3218
O -3.4300 -13.9996 22.7914 -0.5625 -0.4081 1.2541
O -7.8448 -14.1391 27.0029 -0.4283 2.6327 -0.8808
O -8.5422 -8.4194 22.8708 0.2156 2.2253 -0.2892
O -4.8814 -9.8534 20.2701 -2.1664 0.3846 0.6525
O -5.1994 -9.6567 23.3057 0.8238 0.0582 0.0922
N -3.9270 -12.9664 23.2084 2.1575 0.7836 -1.7380
N -6.0072 -9.6041 20.7296 0.8455 -2.0038 -1.3496
N -7.6663 -13.0816 26.3495 1.5505 -4.1038 -0.1435
N -5.9358 -10.5369 23.7016 -0.7185 -0.2103 1.9267
N -8.6419 -9.5736 22.5711 -1.3912 -0.4674 1.2977
C -6.1513 -8.2606 21.3568 -1.1431 0.2239 0.4726
C -9.1810 -9.9130 21.2560 -0.4954 0.5983 -0.6667
C -4.2402 -12.0179 22.0527 -0.4519 -0.2145 0.5974
C -6.2364 -10.4735 25.1941 0.6323 -1.1582 -1.2693
C -8.7604 -12.1129 26.2276 -0.1571 1.2255 -0.2553
H -5.3058 -12.1802 21.8908 0.8003 -0.1506 -0.7103
H -8.5217 -11.3698 26.9885 -0.6700 -0.1883 0.4526
H -5.3495 -7.5654 21.1079 -0.0984 -0.5558 -0.3606
H -8.6717 -11.5231 25.3153 -0.0544 -0.6550 -0.1628
H -6.1366 -8.4693 22.4265 0.1731 0.4474 -0.5041
H -7.1563 -11.0558 25.2483 0.5025 1.7568 0.2816
H -9.7627 -12.5410 26.2331 0.4686 -0.2859 0.6451
H -10.1371 -9.3993 21.1569 -0.2818 -0.5183 0.3864
H -8.5094 -9.4235 20.5506 -0.7788 -0.2809 0.0378
H -7.1569 -7.8615 21.2244 0.2568 -0.0071 -0.7191
H -6.0601 -9.4528 25.5336 -0.5872 -0.2190 -0.1460
H -3.6563 -12.2261 21.1562 0.1483 -0.2958 0.5864
H -9.1392 -10.9989 21.1706 -0.4078 0.3912 -0.2382
H -5.5349 -11.1897 25.6218 0.4162 0.6544 -0.0103
H -4.1289 -11.0008 22.4285 0.4168 -0.5135 -0.3894
```
Forces are in eV/Å.

The calculation puts the HOMO-LUMO gap at 9.9 eV. As for the net charge: 0. As for the SMILES: C[N+](=O)[O-].C[N+](=O)[O-].C[N+](=O)[O-].C[N+](=O)[O-].C[N+](=O)[O-].

Löwdin population analysis, charges in e, atoms 1 to 5: -0.002 0.014 0.036 0.055 -0.029



Energy above the lowest of the compared OMol25 structures with the same formula, charge and spin
In order: 45.5; 45.9; 12.9; 87.3; 11.4; 85.1
Unit: kcal per mole